1) Computed, not measured: a 2-piece molecular cluster, C3H9O2 overall, with ωB97M-V/def2-TZVPD.

Calculated values
lowest unoccupied orbital energy = 4.456 eV
HOMO-LUMO gap = 7.714 eV
HOMO energy = -0.1197 Ha

```
! wB97M-V def2-TZVPD RIJCOSX def2/J DEFGRID3
* xyz -1 1
C 0.9498 -1.7854 1.2354
O 1.4978 -1.1775 0.1232
H 0.8398 -1.0461 2.0424
H 1.5529 -2.6480 1.5334
H -0.0796 -2.1611 1.1015
C -0.9757 0.6797 -1.1987
O -0.5100 -0.6048 -1.1837
C -0.4332 1.6550 -0.1133
H -2.0792 0.6664 -1.1022
H -0.6252 1.2142 -2.1246
H 0.7046 -0.7071 -0.4568
H 0.6450 1.7140 -0.2773
H -0.7420 1.5602 0.9262
H -0.7449 2.6404 -0.5056
*
```

natural (NBO) analysis output, partial charges in e: number 1, C, carries -0.23; number 2, O, carries -0.83; number 3, H, carries 0.12; number 4, H, carries 0.13; number 5, H, carries 0.15; number 6, C, carries -0.01; number 7, O, carries -0.91; number 8, C, carries -0.65; number 9, H, carries 0.10; number 10, H, carries 0.08; number 11, H, carries 0.50; number 12, H, carries 0.20; number 13, H, carries 0.18; number 14, H, carries 0.17

2) Computed, not measured: a 2-piece molecular cluster, C3H9O2 overall, with ωB97M-V/def2-TZVPD.

Calculated values
lowest unoccupied orbital energy = 4.451 eV
HOMO-LUMO gap = 7.493 eV
HOMO energy = -0.1118 Ha

```
! wB97M-V def2-TZVPD RIJCOSX def2/J DEFGRID3
* xyz -1 1
C -1.2640 0.8841 -1.9052
O -1.8379 0.7582 -0.6111
H -1.6054 0.0021 -2.5342
H -0.2079 0.5647 -1.9235
H -1.5440 1.8321 -2.3605
C 0.9739 -0.6803 0.3651
O 0.3900 0.4818 0.6826
C 1.7157 -1.3351 1.6488
H 1.7903 -0.5135 -0.4365
H 0.2357 -1.4177 0.0205
H -0.9917 0.5622 -0.0666
H 2.5970 -0.7253 1.9380
H 1.9597 -2.3873 1.4173
H 1.1867 -1.2490 2.5969
*
```

natural (NBO) analysis output, partial charges in e: number 1, C, carries -0.26; number 2, O, carries -0.80; number 3, H, carries 0.12; number 4, H, carries 0.18; number 5, H, carries 0.15; number 6, C, carries -0.01; number 7, O, carries -0.93; number 8, C, carries -0.66; number 9, H, carries 0.07; number 10, H, carries 0.09; number 11, H, carries 0.51; number 12, H, carries 0.18; number 13, H, carries 0.16; number 14, H, carries 0.19

Of them, 1) has the highest stability.

1) Computed, not measured: a 2-piece molecular cluster, C3H7NO3 overall, with ωB97M-V/def2-TZVPD.

Calculated values
lowest unoccupied orbital energy (spin up / spin down) = -0.701 / -0.700 eV
HOMO-LUMO gap (spin up / spin down) = 8.225 / 8.224 eV
HOMO energy (spin up / spin down) = -0.3280 / -0.3280 Ha

```
! wB97M-V def2-TZVPD RIJCOSX def2/J DEFGRID3
* xyz 0 1
C 0.8869 0.5574 1.3120
C -1.0760 -0.3703 -0.6241
C 0.3060 0.1546 -0.8605
N 0.4540 1.5218 -1.2371
O -0.4231 2.3202 -0.9756
O 1.5187 1.7888 -1.7946
O 1.2295 -0.6561 -1.3786
H -0.0013 1.0366 1.6684
H 1.7562 1.1831 1.2147
H 1.0704 -0.4572 1.6025
H -1.7394 0.4617 -0.4032
H -1.0891 -1.0698 0.2062
H -1.4306 -0.8953 -1.5126
H 1.9262 -0.0744 -1.7609
*
```

natural (NBO) analysis output, partial charges in e: number 1, C, carries -0.55; number 2, C, carries -0.68; number 3, C, carries 0.44; number 4, N, carries 0.46; number 5, O, carries -0.38; number 6, O, carries -0.44; number 7, O, carries -0.68; number 8, H, carries 0.20; number 9, H, carries 0.20; number 10, H, carries 0.19; number 11, H, carries 0.26; number 12, H, carries 0.23; number 13, H, carries 0.23; number 14, H, carries 0.51

2) Computed, not measured: the molecule C3H7NO3, with ωB97M-V/def2-TZVPD.

Calculated values
lowest unoccupied orbital energy = 0.440 eV
HOMO-LUMO gap = 10.877 eV
HOMO energy = -0.3836 Ha

```
! wB97M-V def2-TZVPD RIJCOSX def2/J DEFGRID3
* xyz 0 1
N 0.0348 -0.8874 -0.9932
C -0.3828 -0.5159 0.3940
C 0.8952 0.1788 0.8284
O 1.5914 0.9848 -0.1547
C -1.4520 0.4552 0.0512
O -2.5753 0.0972 0.2711
O -1.0080 1.7525 -0.4762
H 0.9150 -1.6423 -0.9595
H -0.7553 -1.5707 -1.3810
H -0.6405 -1.3325 1.1609
H 1.5622 -0.6441 1.1552
H 0.7899 0.7835 1.6894
H 1.0711 0.5543 -0.9675
H -0.0457 1.7867 -0.6181
*
```

natural (NBO) analysis output, partial charges in e: number 1, N, carries -0.87; number 2, C, carries -0.20; number 3, C, carries -0.09; number 4, O, carries -0.73; number 5, C, carries 0.79; number 6, O, carries -0.54; number 7, O, carries -0.72; number 8, H, carries 0.38; number 9, H, carries 0.40; number 10, H, carries 0.23; number 11, H, carries 0.17; number 12, H, carries 0.20; number 13, H, carries 0.49; number 14, H, carries 0.50

3) Computed, not measured: the molecule C3H7NO3, with ωB97M-V/def2-TZVPD.

Calculated values
lowest unoccupied orbital energy = 0.687 eV
HOMO-LUMO gap = 10.091 eV
HOMO energy = -0.3456 Ha

```
! wB97M-V def2-TZVPD RIJCOSX def2/J DEFGRID3
* xyz 0 1
N 0.6113 1.0598 1.1309
C 0.5878 0.1122 0.0286
C -0.6051 0.3042 -0.9360
O -0.3161 1.4022 -1.7909
C 0.4342 -1.2772 0.5884
O 0.9879 -2.2799 0.2134
O -0.5583 -1.3526 1.5294
H -0.2629 1.0617 1.6349
H 0.9206 1.9765 0.8560
H 1.5161 0.1362 -0.5205
H -0.7520 -0.6119 -1.5084
H -1.4741 0.5689 -0.3341
H -0.5628 1.1904 -2.6954
H -0.5267 -2.2904 1.8036
*
```

natural (NBO) analysis output, partial charges in e: number 1, N, carries -0.83; number 2, C, carries -0.17; number 3, C, carries -0.07; number 4, O, carries -0.73; number 5, C, carries 0.79; number 6, O, carries -0.59; number 7, O, carries -0.70; number 8, H, carries 0.37; number 9, H, carries 0.38; number 10, H, carries 0.23; number 11, H, carries 0.18; number 12, H, carries 0.17; number 13, H, carries 0.48; number 14, H, carries 0.50

4) Computed, not measured: a 2-piece molecular cluster, C3H7NO3 overall, with ωB97M-V/def2-TZVPD.

Calculated values
lowest unoccupied orbital energy = 0.538 eV
HOMO-LUMO gap = 10.874 eV
HOMO energy = -0.3798 Ha

```
! wB97M-V def2-TZVPD RIJCOSX def2/J DEFGRID3
* xyz 0 1
N 0.8402 -0.6813 1.7062
C -0.0286 -0.4446 0.7553
O -1.2140 -0.5800 0.8125
C 0.4620 -0.1543 -0.6185
C 1.6521 0.6310 -1.0615
O 1.6240 -0.8021 -1.0888
H 0.4940 -0.8128 2.6630
H 1.7917 -0.3263 1.6935
H -0.4156 -0.2204 -1.2772
H 1.5763 1.1537 -1.9965
H 2.3532 1.0313 -0.3364
O -2.8629 1.4364 -0.4879
H -2.5338 2.2653 -0.8994
H -2.0379 1.0522 -0.1292
*
```

natural (NBO) analysis output, partial charges in e: number 1, N, carries -0.79; number 2, C, carries 0.63; number 3, O, carries -0.60; number 4, C, carries -0.04; number 5, C, carries -0.11; number 6, O, carries -0.47; number 7, H, carries 0.41; number 8, H, carries 0.40; number 9, H, carries 0.21; number 10, H, carries 0.20; number 11, H, carries 0.18; number 12, O, carries -0.94; number 13, H, carries 0.45; number 14, H, carries 0.48

Of them, 3) has the highest stability.

1) Computed, not measured: a 2-piece molecular cluster, C3H7NO3 overall, with ωB97M-V/def2-TZVPD.

Calculated values
lowest unoccupied orbital energy = 0.385 eV
HOMO-LUMO gap = 10.512 eV
HOMO energy = -0.3721 Ha

```
! wB97M-V def2-TZVPD RIJCOSX def2/J DEFGRID3
* xyz 0 1
C -0.3912 -0.1839 -0.9261
C 1.1344 -0.4785 -1.0827
O 1.7206 -0.3801 -2.1247
N 1.9008 -0.3727 0.1163
C 1.4136 -0.4754 1.4197
O 2.0739 -0.9061 2.3189
H -0.7483 -0.0893 -1.9378
H -0.7667 -0.9707 -0.2664
H -0.3184 0.6449 -0.2274
H 2.8639 -0.6028 -0.0301
H 0.4037 -0.0748 1.5544
O -2.7936 1.1429 0.1926
H -3.6601 0.7657 0.3584
H -2.8326 1.9809 0.6349
*
```

natural (NBO) analysis output, partial charges in e: number 1, C, carries -0.70; number 2, C, carries 0.70; number 3, O, carries -0.56; number 4, N, carries -0.68; number 5, C, carries 0.54; number 6, O, carries -0.55; number 7, H, carries 0.25; number 8, H, carries 0.23; number 9, H, carries 0.24; number 10, H, carries 0.41; number 11, H, carries 0.12; number 12, O, carries -0.94; number 13, H, carries 0.47; number 14, H, carries 0.47

2) Computed, not measured: the molecule C3H7NO3, with ωB97M-V/def2-TZVPD.

Calculated values
lowest unoccupied orbital energy = 0.511 eV
HOMO-LUMO gap = 10.193 eV
HOMO energy = -0.3558 Ha

```
! wB97M-V def2-TZVPD RIJCOSX def2/J DEFGRID3
* xyz 0 1
N 1.4503 -0.0099 0.9842
C 0.3092 -0.3072 0.0973
C -0.1999 0.7787 -0.8480
O 1.0161 1.4175 -1.6739
C -0.8403 -1.0328 0.8681
O -0.9258 -2.2050 1.2610
O -1.7603 -0.0693 0.9209
H 2.1802 0.1822 0.2992
H 1.5545 -1.0082 1.4927
H 0.6335 -1.1718 -0.4076
H -0.9274 0.4973 -1.6287
H -0.4734 1.6479 -0.2609
H 0.5386 1.9172 -2.3180
H -2.5554 -0.6364 1.2137
*
```

natural (NBO) analysis output, partial charges in e: number 1, N, carries -0.81; number 2, C, carries -0.19; number 3, C, carries -0.08; number 4, O, carries -0.76; number 5, C, carries 0.80; number 6, O, carries -0.59; number 7, O, carries -0.66; number 8, H, carries 0.38; number 9, H, carries 0.37; number 10, H, carries 0.19; number 11, H, carries 0.20; number 12, H, carries 0.20; number 13, H, carries 0.46; number 14, H, carries 0.49

Of them, 1) has the highest stability.